Entry from the Open Molecules 2025 dataset: the molecule C22H25N3O3 (ωB97M-V/def2-TZVPD).

Calculated values
Structure (SMILES): CCCn1c([C@H]2CC(=O)N(c3cc(OC)ccc3OC)C2)nc2ccccc21
Orbital gap: 8.320 eV
HOMO energy: -0.2819 hartree

Geometry as ORCA input:
```
! wB97M-V def2-TZVPD RIJCOSX def2/J DEFGRID3
* xyz 0 1
O 1.3639 -0.9289 -2.4507
O 4.3427 2.7756 -1.4330
O 3.5727 -1.7986 1.5910
N -0.7814 0.6867 0.9299
N -2.6832 -0.3734 0.4359
N 1.6047 -1.0104 -0.1674
C 2.9430 0.8846 -0.8001
C 4.9179 0.1479 0.9878
C 0.9820 -1.2446 -1.3465
C -1.8066 1.5935 0.9856
C 5.0781 1.2769 0.2084
C -1.3233 -0.4514 0.6047
C -4.0785 -1.2289 -1.4090
C 0.8816 -1.5363 0.9733
C 4.0956 1.6528 -0.7024
C -3.6112 -1.3988 0.0408
C -4.1997 2.9584 0.9910
C -5.0656 -2.3209 -1.7979
C 4.5549 -2.1965 2.5141
C -3.0029 3.6148 1.2842
C 3.7812 -0.6428 0.8783
C -0.2950 -2.0212 -1.0389
C -4.2319 1.6127 0.6844
C -1.7953 2.9495 1.2898
C -0.5460 -1.7173 0.4416
C -3.0210 0.9387 0.6784
C 3.3905 3.1625 -2.3958
C 2.7807 -0.2558 -0.0257
H -4.4794 -1.3543 0.7083
H 4.1816 -3.1174 2.9605
H -0.8691 3.4499 1.5223
H -4.6056 -3.3028 -1.7104
H -1.0610 -2.5350 0.9537
H 2.1510 1.1435 -1.4804
H 3.8109 4.0375 -2.8895
H -0.1046 -3.0842 -1.2015
H 1.3065 -2.4936 1.2919
H 3.2228 2.3723 -3.1337
H -5.1230 3.5186 1.0052
H 4.6979 -1.4478 3.3001
H -4.5446 -0.2488 -1.5230
H -3.2149 -1.2597 -2.0764
H -1.0971 -1.7077 -1.7036
H -5.1643 1.1137 0.4653
H 5.5130 -2.3975 2.0239
H 5.9685 1.8786 0.2923
H 2.4370 3.4319 -1.9304
H 5.7037 -0.1169 1.6766
H 0.9226 -0.8243 1.7974
H -3.1359 -2.3747 0.1626
H -5.9412 -2.2937 -1.1530
H -3.0309 4.6694 1.5154
H -5.3922 -2.1860 -2.8256
*
```

These are the Mulliken partial charges, in e, on atoms 1 to 8: number 1, O, carries -0.67; number 2, O, carries -0.49; number 3, O, carries -0.33; number 4, N, carries -0.45; number 5, N, carries 0.31; number 6, N, carries 0.33; number 7, C, carries 0.36; number 8, C, carries -0.45